No. 1
{"formula": "C18H20N2O4", "method": "the ωB97M-V functional and the def2-TZVPD basis", "elements": ["C", "O", "C", "C", "C", "C", "C", "O", "C", "C", "N", "C", "C", "O", "N", "C", "C", "C", "C", "C", "O", "C", "C", "C", "H", "H", "H", "H", "H", "H", "H", "H", "H", "H", "H", "H", "H", "H", "H", "H", "H", "H", "H", "H"], "coordinates": [[6.852688, -1.899005, 2.525296], [6.815193, -0.770584, 1.685055], [5.623464, -0.378124, 1.167086], [4.404137, -1.008084, 1.401526], [3.246246, -0.510823, 0.830945], [3.278159, 0.612003, 0.012066], [2.064717, 1.152873, -0.649338], [2.112108, 1.642355, -1.763234], [0.811952, 1.088498, 0.110300], [0.635883, 0.978103, 1.482332], [-0.679806, 1.017462, 1.740365], [-1.386037, 1.154121, 0.576620], [-2.852752, 1.185681, 0.654991], [-3.430515, 1.007565, 1.718938], [-3.487035, 1.444176, -0.507827], [-4.915917, 1.351586, -0.657191], [-5.300004, 0.085913, -1.441890], [-4.826636, -1.210709, -0.755810], [-3.648048, -1.662762, -1.619001], [-4.040029, -1.096369, -2.982134], [-4.663937, 0.142871, -2.714988], [-0.479017, 1.208971, -0.456607], [4.509175, 1.218057, -0.246259], [5.662103, 0.742418, 0.331507], [6.244936, -1.751986, 3.423814], [7.896045, -2.017004, 2.812953], [6.518293, -2.800709, 2.002608], [4.345501, -1.889512, 2.020917], [2.312916, -1.027149, 1.000647], [1.367804, 0.911873, 2.263027], [-1.139930, 0.967923, 2.637584], [-2.958834, 1.493618, -1.364514], [-5.355382, 1.323676, 0.341408], [-5.279102, 2.229723, -1.197912], [-6.390213, 0.084547, -1.583320], [-5.620219, -1.957392, -0.774991], [-4.543697, -1.030933, 0.278593], [-2.719170, -1.208022, -1.272139], [-3.526335, -2.743007, -1.639263], [-4.746220, -1.770246, -3.489303], [-3.193377, -0.907237, -3.644078], [-0.670810, 1.309483, -1.506163], [4.535708, 2.074460, -0.902861], [6.615995, 1.211698, 0.150245]], "atomic_forces_ev_per_a": [[-0.01, -0.21, 0.15], [-0.09, 0.28, -0.23], [-0.13, 0.08, -0.09], [0.35, -0.21, 0.22], [-0.06, 0.24, -0.19], [0.26, -0.12, -0.02], [0.04, 0.00, 0.02], [-0.03, -0.04, 0.11], [-0.33, 0.04, 0.11], [0.34, 0.02, -0.25], [-0.34, 0.02, 0.20], [0.26, -0.02, -0.26], [-0.06, 0.14, -0.14], [0.02, -0.06, 0.18], [0.05, -0.01, -0.19], [-0.35, -0.28, -0.27], [-0.22, 0.27, 0.50], [0.02, 0.06, -0.14], [-0.09, 0.13, -0.18], [0.17, -0.40, -0.07], [0.02, 0.29, 0.07], [-0.18, -0.02, 0.29], [-0.07, -0.06, 0.06], [0.10, -0.12, 0.10], [0.01, -0.01, -0.05], [-0.09, -0.03, 0.01], [0.00, 0.04, 0.02], [0.03, -0.07, 0.05], [-0.05, -0.02, 0.03], [0.08, -0.03, 0.15], [0.05, -0.01, -0.07], [0.09, 0.01, 0.11], [-0.02, 0.06, -0.13], [-0.02, -0.03, 0.10], [0.13, 0.00, 0.01], [-0.01, 0.00, 0.03], [-0.03, -0.02, 0.08], [0.03, -0.03, -0.02], [0.05, -0.05, 0.01], [0.09, 0.04, 0.00], [-0.05, -0.06, 0.01], [-0.09, 0.04, -0.23], [0.01, 0.07, -0.07], [0.11, 0.07, -0.02]], "lowdin_charge": [-0.087, -0.078, -0.272, -0.012, -0.034, -0.159, -0.332, 0.093, -0.148, -0.038, 0.106, -0.170, -0.447, 0.051, 0.090, -0.114, -0.306, -0.115, -0.148, -0.198, -0.109, 0.048, -0.005, 0.009, 0.096, 0.093, 0.096, 0.103, 0.115, 0.130, 0.165, 0.138, 0.128, 0.127, 0.146, 0.114, 0.108, 0.100, 0.111, 0.122, 0.122, 0.118, 0.121, 0.120], "de_lowest_kcal_mol": 27.9, "molar_mass_g_mol": 328.368, "gap_ev": 9.34}


No. 2
{"formula": "C18H20N2O4", "method": "the ωB97M-V functional and the def2-TZVPD basis", "elements": ["N", "C", "C", "C", "C", "C", "C", "C", "C", "C", "O", "N", "C", "C", "C", "C", "C", "C", "O", "C", "C", "C", "O", "O", "H", "H", "H", "H", "H", "H", "H", "H", "H", "H", "H", "H", "H", "H", "H", "H", "H", "H", "H", "H"], "coordinates": [[-1.203112, -0.732603, 1.895489], [0.090000, -0.988591, 1.282860], [0.509836, -2.473952, 1.379534], [-0.651486, -3.451004, 1.111898], [-1.342287, -4.082962, 2.148734], [-2.262785, -5.130623, 1.891535], [-2.479247, -5.547066, 0.595440], [-1.833894, -4.873158, -0.427097], [-0.888893, -3.886391, -0.182214], [-0.158869, -0.642425, -0.203342], [-1.245279, -1.001287, -0.637228], [0.817528, -0.023869, -0.886180], [1.861244, 0.893012, -0.361517], [1.264807, 2.020127, 0.498912], [0.523835, 3.103084, -0.216658], [1.172896, 4.163812, -0.890665], [0.451623, 5.097161, -1.648729], [-0.891462, 4.857032, -1.980465], [-1.656514, 5.659386, -2.754357], [-1.552171, 3.811204, -1.350957], [-0.882727, 3.000268, -0.425413], [2.954685, 0.129610, 0.320317], [3.709048, 0.624011, 1.102034], [3.104130, -1.152546, -0.101160], [-1.323720, 0.260423, 1.913968], [-1.882512, -1.108692, 1.265379], [0.813652, -0.322277, 1.754878], [1.300318, -2.603993, 0.597244], [0.892771, -2.639800, 2.424096], [-1.218336, -3.836622, 3.219359], [-2.738235, -5.626473, 2.743977], [-3.086012, -6.390985, 0.371298], [-1.975598, -5.150041, -1.496108], [-0.375902, -3.387411, -0.998967], [0.427519, 0.209123, -1.836675], [2.305342, 1.343930, -1.251885], [0.560068, 1.602666, 1.174962], [2.021074, 2.547388, 1.103076], [2.195804, 4.345576, -0.671937], [0.944546, 6.024028, -1.986730], [-1.111330, 6.328341, -3.228445], [-2.580080, 3.628930, -1.595037], [-1.482448, 2.268685, 0.094779], [2.410453, -1.228834, -0.789759]], "atomic_forces_ev_per_a": [[0.79, -0.43, 1.44], [-0.79, 0.20, -0.59], [-0.27, 0.08, 0.33], [1.04, -0.23, 0.73], [-0.82, -0.57, 0.57], [0.78, 0.68, 0.60], [0.34, 0.53, -0.02], [0.55, -0.15, -1.63], [-0.59, 0.18, 0.02], [-0.79, -1.06, 2.31], [1.07, 0.71, -1.29], [-0.27, 1.04, -3.18], [-1.55, 0.41, -0.29], [0.70, 1.26, 0.44], [-1.35, 0.36, -2.05], [-1.64, -0.11, 0.69], [0.17, -0.01, -0.39], [0.59, -0.03, 1.04], [0.53, 0.97, -0.93], [0.75, -0.45, 0.58], [0.81, 0.45, -0.72], [1.15, -0.72, 0.20], [-0.03, 0.08, 0.27], [-0.50, 0.86, -0.34], [-0.37, 0.59, 0.18], [-0.62, -0.21, -0.19], [0.24, -0.32, -0.07], [-0.44, -0.34, 1.04], [-0.10, 0.04, -1.15], [0.26, 0.18, -0.83], [0.12, 0.18, -0.39], [-0.58, -0.43, -0.09], [-0.08, 0.02, 0.98], [-0.06, -0.27, -0.02], [0.90, -0.08, 1.19], [0.12, -0.04, 0.02], [-0.43, -0.56, 0.83], [0.16, -0.75, -0.19], [0.87, 0.12, -0.04], [-0.21, -0.61, -0.01], [-0.48, -0.75, 0.58], [-0.40, 0.05, 0.10], [0.13, -0.34, 0.06], [0.27, -0.54, 0.21]], "lowdin_charge": [0.078, -0.305, -0.069, -0.233, -0.037, -0.084, -0.105, -0.085, -0.061, -0.471, 0.064, 0.108, -0.180, -0.098, -0.215, -0.032, -0.017, -0.339, 0.050, -0.007, -0.013, -0.500, 0.144, 0.107, 0.060, 0.066, 0.130, 0.113, 0.138, 0.117, 0.103, 0.091, 0.114, 0.110, 0.186, 0.172, 0.091, 0.139, 0.103, 0.118, 0.128, 0.115, 0.104, 0.101], "de_lowest_kcal_mol": 35.3, "molar_mass_g_mol": 328.368, "gap_ev": 9.26}